Run A
The following is a DFT calculation (ωB97M-V with the def2-TZVPD basis set) of 2 unconnected molecules or ions with the total composition C3H10NO2S.

The geometry in ORCA input format:
```
! RIJCOSX wB97M-V def2-TZVPD def2/J DEFGRID3
* xyz -1 1
C -0.3031 0.1940 0.9644
O 0.1262 1.4422 1.2265
C 0.2893 -0.4776 -0.4177
C 1.7504 -0.7035 -0.4640
S 2.1446 -2.4153 -1.1190
N -0.3089 0.3103 -1.4423
H -0.2664 -0.5620 1.8522
H -1.4609 0.2199 0.8172
H -0.3345 -1.3922 -0.2443
H 2.1849 -0.6648 0.4853
H 2.3721 0.0038 -1.0230
H 1.1444 -3.0213 -1.8000
H -0.1653 1.4028 -1.2062
H -1.3499 0.1194 -1.3975
H -1.3072 2.0508 1.6595
H -2.2471 1.3464 0.8167
O -2.2685 2.1473 1.2923
*
```

Calculated values
HOMO = -3.60 eV
E_LUMO = 3.09 eV

---

Run B
The following is a DFT calculation (ωB97M-V with the def2-TZVPD basis set) of 2 unconnected molecules or ions with the total composition C3H10NO2S.

The geometry in ORCA input format:
```
! RIJCOSX wB97M-V def2-TZVPD def2/J DEFGRID3
* xyz -1 1
C 0.1006 0.1568 1.3886
O 0.5025 1.5383 1.1564
C -0.0670 -0.4962 0.0528
C 0.6476 -1.8392 -0.1734
S 0.3046 -2.7828 -1.8021
N 0.5118 0.3081 -1.0879
H 0.8247 -0.2127 1.9638
H -0.7510 0.2392 1.9228
H -1.1589 -0.7614 -0.3962
H -0.1658 -2.5983 0.2151
H 1.5895 -1.9327 0.1167
H -0.8841 -2.3505 -2.1791
H 1.4845 0.1773 -1.0920
H 0.1579 1.3147 -0.7549
H -1.2990 3.2537 -0.5021
H -0.7436 2.5778 0.8369
O -1.0544 3.4080 0.3346
*
```

Calculated values
HOMO = -3.42 eV
E_LUMO = 3.15 eV

---

run A (1.423 eV below the next structure)

---

Run A
The following is a DFT calculation (ωB97M-V with the def2-TZVPD basis set) of a molecular structure, CH5OPS.

The geometry in ORCA input format:
```
! RIJCOSX wB97M-V def2-TZVPD def2/J DEFGRID3
* xyz 0 1
C -0.9698 0.0357 -0.3939
O -0.2765 -1.2384 -0.3059
P 1.2903 -1.2616 0.0991
S 2.1582 0.6944 -0.3981
H -0.2464 0.8088 -0.8575
H -1.3686 0.3384 0.6591
H -1.6648 -0.2080 -1.1598
H 1.1241 -0.7527 1.8448
H 2.5306 0.8999 0.8574
*
```

Calculated values
HOMO = -9.01 eV
E_LUMO = 0.41 eV

---

Run B
The following is a DFT calculation (ωB97M-V with the def2-TZVPD basis set) of CH5OPS in the gas phase.

The geometry in ORCA input format:
```
! RIJCOSX wB97M-V def2-TZVPD def2/J DEFGRID3
* xyz 0 1
C 0.9026 0.6384 0.9465
O 0.7483 -0.5903 0.3153
P -0.7802 -1.1902 -0.1560
S -1.1815 -0.0762 -1.8826
H 1.0525 1.5151 0.1914
H 1.7250 0.5270 1.7186
H 0.0308 1.0494 1.5970
H -0.0505 -2.0069 -1.0263
H -2.4470 0.1337 -1.7039
*
```

Calculated values
HOMO = -9.37 eV
E_LUMO = 0.74 eV

---

Run C
The following is a DFT calculation (ωB97M-V with the def2-TZVPD basis set) of 2 unconnected molecules or ions with the total composition CH5OPS.

The geometry in ORCA input format:
```
! RIJCOSX wB97M-V def2-TZVPD def2/J DEFGRID3
* xyz 0 1
O -4.7476 -0.3462 -0.4820
P -4.6525 0.8708 0.3497
H -5.7148 0.7433 1.4144
C 2.9090 -0.0736 -0.1713
S 1.2550 0.0205 0.3547
H 3.0489 -0.9395 -0.8693
H 3.7544 -0.4058 0.5991
H 3.3923 0.8874 -0.5544
H 0.7551 -0.7569 -0.6409
*
```

Calculated values
HOMO = -9.06 eV
E_LUMO = -1.07 eV

---

Run D
The following is a DFT calculation (ωB97M-V with the def2-TZVPD basis set) of CH5OPS in the gas phase.

The geometry in ORCA input format:
```
! RIJCOSX wB97M-V def2-TZVPD def2/J DEFGRID3
* xyz 0 1
C 1.0166 -0.9184 0.3454
S -0.6502 -0.3542 -0.4240
O -1.6265 -1.1518 0.3471
P -0.6122 1.7367 0.1369
H 1.7312 -0.8495 -0.4722
H 0.7087 -1.9527 0.3773
H 1.4013 -0.4028 1.3685
H -0.1103 2.0135 -1.2659
H -1.8585 1.8792 -0.4130
*
```

Calculated values
HOMO = -8.82 eV
E_LUMO = 0.56 eV

---

run B (0.836 eV below the next structure)